# C5H5N

C5H5N in the gas phase (wB97M-V/def2-TZVPD, the OMol25 dataset).

Its HOMO energy is -9.6 eV. As for the SMILES: c1ccncc1.

Element x y z (Å)
C  -0.1891  1.1748  -0.0176
C  -1.2538  0.2875  0.0920
C  -0.9787  -1.0757  0.0287
N  0.2552  -1.5812  0.0491
C  1.2684  -0.7148  0.0231
C  1.0996  0.6606  -0.1064
H  -0.3616  2.2476  -0.0421
H  -2.2749  0.6386  0.2095
H  -1.7872  -1.7985  -0.0658
H  2.2659  -1.1434  0.1103
H  1.9561  1.3045  -0.2807

Mulliken population analysis, charges in e, atoms 1 to 2: atom 1 (C): -0.225, atom 2 (C): -0.330


# C3H3FO2

C3H3FO2 in the gas phase at a distorted geometry (wB97M-V/def2-TZVPD, the OMol25 dataset).

Its spin multiplicity is 3. Its expectation value of S² is 2.012. Its HOMO energy (alpha / beta) is -5.8 / -10.8 eV.

Element x y z (Å)
C  -0.2265  0.2207  0.3582
C  0.5133  -0.4294  -0.5003
C  3.4689  0.1746  -0.0080
O  3.7765  1.3087  -0.1004
O  2.1874  -0.4129  -0.2876
F  4.2042  -0.8699  0.2074
H  -1.2374  0.1880  0.3770
H  -0.0762  0.9752  1.1623
H  0.3091  -1.1976  -1.2869

Mulliken population analysis, charges in e, atoms 1 to 2: atom 1 (C): -0.595, atom 2 (C): -0.041


# C4H6N2

C4H6N2 in the gas phase at a distorted geometry (wB97M-V/def2-TZVPD, the OMol25 dataset).

Its HOMO energy (alpha / beta) is -8.1 / -8.1 eV. As for the SMILES: CN1CC1=C=N.

Element x y z (Å)
C  1.2800  0.1147  0.7468
N  0.7383  0.0489  -0.6135
C  -0.3860  0.9289  -0.9888
C  -0.4530  -0.5074  -0.9083
C  -1.1946  -1.6048  -0.8101
N  -1.8389  -1.7893  0.2958
H  1.7164  -0.8409  1.0427
H  0.5268  0.4033  1.4984
H  2.0591  0.8770  0.7310
H  -0.3558  1.3857  -1.9641
H  -0.8363  1.5155  -0.1775
H  -1.5579  -0.9294  0.8135

Mulliken population analysis, charges in e, atoms 1 to 2: atom 1 (C): -0.741, atom 2 (N): -0.190